Record 1
ORCA calculation (ωB97M-V with the def2-TZVPD basis set) on a 3-piece molecular cluster, C18H46N9O9P2S overall.

XYZ file:
```
85
Properties=species:S:1:pos:R:3:lowdin_charge:R:1
C -4.3291 2.7458 -3.9118 -0.0858
N -3.2362 2.2225 -3.0752 -0.1024
C -3.4488 0.8162 -2.7625 -0.2101
N -2.2502 0.1877 -2.2534 0.0251
C -1.4858 -0.8622 -2.9898 -0.0691
C -1.8926 -1.1130 -4.4428 -0.6477
N -3.2031 -1.7867 -4.5048 0.0853
N -0.8333 -2.0271 -4.9237 0.0735
N -1.8883 0.0228 -5.3352 0.1102
C -1.7274 0.4722 -1.0605 -0.2476
N -0.6439 -0.1753 -0.5827 0.1898
C -0.3936 0.3115 0.6042 -0.0333
N -1.2597 1.2716 0.9004 -0.0259
N -1.2824 2.0253 2.0558 -0.0444
C -1.9919 1.3424 3.1620 0.0101
C 0.0456 2.5133 2.3964 -0.4168
C 0.6108 3.6818 1.6383 0.0381
O 0.6641 1.9861 3.2858 0.1152
N -2.1460 1.3903 -0.1473 0.1062
C -3.1804 2.4127 -0.0453 -0.1081
C -2.6828 3.8323 -0.3738 -0.2539
C -3.4294 4.8106 0.5312 -0.5987
S -3.0470 6.5070 0.0625 0.7330
H -5.2789 2.3177 -3.5977 0.0883
H -4.3810 3.8296 -3.8260 0.0804
H -4.1516 2.5123 -4.9655 0.0807
H -2.3767 2.3006 -3.6054 0.1034
H -3.8327 0.2885 -3.6348 0.1007
H -4.2360 0.7170 -2.0082 0.1278
H -1.4921 -1.7746 -2.3938 0.1345
H -0.4463 -0.5444 -3.0163 0.0997
H -3.3892 -2.2280 -3.6121 0.0816
H -3.1690 -2.5456 -5.1733 0.0833
H -0.9506 -2.8950 -4.4031 0.0788
H -1.0528 -2.2428 -5.8915 0.0878
H -1.3132 0.7902 -5.0212 0.0786
H -2.8237 0.3231 -5.5626 0.0702
H 0.4032 -0.0298 1.2453 0.1609
H -2.0278 0.2674 2.9891 0.1004
H -3.0297 1.6789 3.1508 0.0836
H -1.5615 1.5886 4.1238 0.0995
H -0.1254 4.1871 1.0200 0.0582
H 1.0047 4.4060 2.3454 0.1049
H 1.4007 3.3316 0.9736 0.1013
H -3.4979 2.4388 0.9972 0.1111
H -4.0703 2.2052 -0.6233 0.1172
H -1.6361 3.8520 -0.0782 0.0730
H -2.8133 4.0575 -1.4261 0.0903
H -4.4985 4.5929 0.4545 0.0822
H -3.1648 4.6116 1.5711 0.0734
H -3.6408 7.1512 1.0729 -0.1381
C 2.0674 -1.3636 -3.3907 -0.1035
O 2.9819 -2.4729 -3.3787 -0.2400
P 2.4272 -3.7278 -2.5643 0.4153
O 0.9614 -3.7707 -2.6159 -0.2411
O 2.9725 -3.2902 -1.0907 -0.2362
C 4.0712 -2.4009 -0.8834 -0.1126
O 2.9318 -5.2298 -2.5028 -0.1925
C 4.3418 -5.5268 -2.5952 -0.0694
H 2.6114 -0.4968 -3.7623 0.0985
H 1.2349 -1.5989 -4.0502 0.0472
H 1.7071 -1.1601 -2.3801 0.0721
H 3.6940 -1.4000 -0.6640 0.0801
H 4.7267 -2.3471 -1.7495 0.0844
H 4.6376 -2.7639 -0.0275 0.0883
H 4.8533 -5.2018 -1.6886 0.0872
H 4.7919 -5.0522 -3.4664 0.0915
H 4.4378 -6.6030 -2.6948 0.0926
C 3.0050 -3.6369 4.9650 -0.0849
O 3.6974 -2.5082 5.5242 -0.2544
P 3.0003 -1.8377 6.7935 0.4108
O 2.2440 -2.8252 7.5570 -0.2208
O 2.0248 -0.8076 5.9788 -0.2301
C 2.2670 -0.3580 4.6492 -0.1256
O 3.5516 -0.7588 7.8249 -0.1934
C 4.4673 0.2623 7.3862 -0.0789
H 3.4711 -3.8299 4.0011 0.0905
H 3.1198 -4.5085 5.6026 0.0924
H 1.9484 -3.4125 4.8262 0.0896
H 1.6574 -0.9463 3.9563 0.0795
H 3.3143 -0.4559 4.3674 0.0855
H 1.9759 0.6838 4.5845 0.0566
H 3.9523 0.9784 6.7438 0.0844
H 5.3182 -0.1658 6.8565 0.0897
H 4.8299 0.7730 8.2727 0.0913
```

Charge: +1
Energy relative to the best compared isomer or geometry (same formula, charge and spin): 0.0 kJ/mol
Maximum force: 4.20 eV Å⁻¹
E_tot: -2964.13734 a.u.
HOMO-LUMO gap: 8.89 eV
Spin multiplicity: 1

***

Record 2
ORCA calculation (ωB97M-V with the def2-TZVPD basis set) on C18H47BF4N2O10PS3 as an isolated structure.

XYZ file:
```
86
Properties=species:S:1:pos:R:3:lowdin_charge:R:1
N -1.1645 2.2254 -0.6789 0.3436
H -0.4307 2.1072 -1.3627 0.1019
H -1.6521 3.0984 -0.8207 0.1547
H -0.6463 2.2600 0.1874 0.0681
H -1.7699 1.4189 -0.7349 0.0777
N 1.5169 4.0732 2.1037 0.3313
H 1.2420 4.8885 2.6327 0.1619
H 0.9352 3.2970 2.3851 0.0608
H 2.5004 3.8586 2.1866 0.1604
H 1.2376 4.0541 1.1333 0.1239
B 0.6815 1.4362 1.4310 -1.4059
F 1.1597 2.0507 0.2974 0.1375
F 1.7083 1.1766 2.3232 0.1704
F -0.2073 2.3654 1.9711 0.1269
F 0.0716 0.2913 1.0335 0.2048
C -0.5704 -0.2763 4.5289 -0.2558
C 0.2727 -0.9645 5.6258 -0.2108
C 0.0205 -2.4556 5.4769 -0.1727
S -1.7185 -2.6480 4.6758 0.7450
O -2.5989 -3.3287 5.6295 -0.3374
O -1.5073 -3.2213 3.3626 -0.3433
C -2.0041 -0.8149 4.5658 -0.1788
H -0.1034 -0.4214 3.5548 0.0812
H -0.5495 0.8126 4.5725 0.1109
H -0.1118 -0.5293 6.5482 0.1102
H 1.3549 -0.8502 5.6884 0.1119
H 0.2646 -3.1443 6.2857 0.1137
H 0.6286 -2.7664 4.6273 0.0503
H -2.2017 -0.4197 5.5622 0.1030
H -2.7111 -0.4306 3.8306 0.1037
C -1.6436 -2.9003 -1.0037 -0.2243
C -2.8424 -2.9909 -2.0004 -0.1704
C -4.0991 -2.3226 -1.3022 -0.1455
S -3.4518 -1.2590 0.2303 0.8230
O -4.4556 -1.3570 1.3624 -0.3661
O -2.7363 -0.0234 -0.1732 -0.4159
C -2.0328 -2.5715 0.4707 -0.1593
H -0.9714 -2.1093 -1.3360 0.0940
H -1.1622 -3.8674 -1.1487 0.1104
H -3.0086 -4.0248 -2.3028 0.1163
H -2.4509 -2.3109 -2.7569 0.0854
H -4.7488 -3.0360 -0.7952 0.0884
H -4.7720 -1.7002 -1.8921 0.0868
H -2.7847 -3.3056 0.7605 0.0857
H -1.3301 -2.2701 1.2475 0.0678
C 2.0423 -2.2714 1.4082 -0.2711
C 3.2610 -1.7563 2.1284 -0.2108
C 3.7424 -2.7555 3.2337 -0.1371
S 2.9036 -4.4408 2.7392 0.7408
O 1.8835 -4.7242 3.7869 -0.3576
O 3.9045 -5.4003 2.3979 -0.3271
C 2.1687 -3.7198 1.1870 -0.2222
H 1.8484 -1.8647 0.4157 0.1245
H 1.1651 -2.1156 2.0362 0.1002
H 2.9443 -0.8491 2.6431 0.0875
H 4.0693 -1.4769 1.4526 0.1160
H 3.2235 -2.4053 4.1260 0.0749
H 4.7938 -2.9684 3.4268 0.0944
H 1.2976 -4.2800 0.8472 0.1102
H 2.9995 -3.8512 0.4938 0.1058
C -1.5561 0.2390 -5.6241 -0.0954
C -0.4772 -0.4895 -4.9299 -0.2852
O 0.0208 0.3023 -3.8752 -0.2198
P 0.5045 1.8947 -4.1786 0.5657
O 1.3135 1.8393 -5.4356 -0.2180
O -0.8680 2.7165 -4.2863 -0.2101
C -0.8296 4.0989 -4.1525 -0.3080
C -1.2133 4.5917 -5.4859 -0.0660
O 1.2192 2.5146 -2.8258 -0.2235
C 2.5414 2.6992 -3.0515 -0.2897
C 2.8850 3.8935 -2.0415 -0.0437
H -2.2805 -0.3894 -6.1423 0.0895
H -2.3967 0.4358 -4.9586 0.0826
H -1.1744 1.0994 -6.1738 0.0810
H -0.8797 -1.3188 -4.3482 0.1135
H 0.3760 -0.6571 -5.5873 0.1266
H -1.5166 4.3209 -3.3358 0.1259
H 0.2012 4.4351 -4.0404 0.1147
H -1.5971 5.6054 -5.6014 0.0887
H -0.5555 4.3663 -6.3253 0.1007
H -2.1665 4.0830 -5.6296 0.0873
H 3.1998 1.8454 -2.8916 0.1368
H 2.6373 3.1840 -4.0231 0.1098
H 3.9742 3.8541 -2.0347 0.0727
H 2.5936 4.9025 -2.3330 0.0739
H 2.6406 3.7186 -0.9937 0.0361
```

Charge: +1
Energy relative to the best compared isomer or geometry (same formula, charge and spin): 269.0 kJ/mol
Maximum force: 5.60 eV Å⁻¹
E_tot: -3536.09053 a.u.
HOMO-LUMO gap: 8.14 eV
Spin multiplicity: 1